--- P ---
{
  "formula": "C2H6N2O",
  "method": "ωB97M-V/def2-TZVPD",
  "homo_lumo_gap_ev": [2.8, 6.1],
  "lumo_energy_ev": [3.60, 3.56],
  "spin_multiplicity": 2,
  "charge": -1,
  "species": ["H", "H", "C", "N", "H", "N", "O", "H", "H", "C", "H"],
  "positions_angstrom": [[0.93, -1.52, -1.02], [0.21, 1.36, 2.73], [0.38, -1.56, -1.98], [1.13, 0.71, 0.99], [1.95, 1.20, 1.31], [-1.17, 0.80, 1.28], [-0.71, -0.92, -2.04], [1.06, 0.37, 0.03], [0.68, -2.15, -2.87], [0.02, 1.03, 1.70], [-1.81, 1.16, 1.97]]
}

--- Q ---
{
  "formula": "C2H6N2O",
  "method": "ωB97M-V/def2-TZVPD",
  "homo_lumo_gap_ev": [2.3, 8.8],
  "lumo_energy_ev": [4.29, 4.49],
  "spin_multiplicity": 2,
  "charge": -1,
  "species": ["H", "H", "N", "O", "H", "H", "H", "C", "C", "H", "N"],
  "positions_angstrom": [[-0.58, 1.33, -0.98], [0.30, -1.66, 0.08], [-1.60, 0.01, 0.24], [1.93, 0.97, 0.27], [1.90, -1.41, -0.59], [-0.36, 1.72, 0.74], [-1.42, -0.45, 1.13], [-0.48, 0.91, 0.02], [0.97, 0.29, -0.05], [-1.66, -0.67, -0.52], [0.99, -1.04, -0.34]]
}

Q is favored, and the nearest alternative lies 7.2 kcal/mol above it.